(1)
Entry from OMol25: a structure of composition C56H88FIN26NbS at a distorted geometry (ωB97M-V/def2-TZVPD).

The geometry in XYZ format:
```
174
Properties=species:S:1:pos:R:3:forces:R:3
C -2.06873 -3.25526 0.57030 0.4382 -1.1221 0.3995
C -0.83566 -2.87710 1.50343 -0.9254 0.8713 0.0226
C 0.10765 -1.72950 0.92218 0.3561 -0.2548 0.2762
C -0.66154 -0.39562 0.50282 0.7247 0.4812 0.4194
Nb 1.53692 -2.49521 -0.71094 0.4635 -1.8991 2.2608
C 3.28536 -1.50692 0.39877 -0.3784 0.7499 -0.8176
F 1.81237 -4.33202 0.24296 -0.3930 2.0119 -0.8059
I 3.45328 -3.35203 -2.66060 -0.0059 0.0894 -0.0040
N -0.07090 -3.23391 -1.94297 -0.8167 4.2755 -4.8069
C -0.27897 -2.40410 -2.88692 0.5421 -1.3942 3.2034
S -0.57734 -1.17982 -3.97934 0.2208 -2.2706 1.3647
H -1.76305 -4.11394 -0.11226 -0.3767 1.2176 0.6219
H -2.88007 -3.68420 1.24285 0.7181 0.7283 -0.9713
H -2.45597 -2.39489 -0.04974 0.3949 -0.9423 0.8025
H -0.29389 -3.81731 1.80180 -0.3172 1.0015 -0.4329
H -1.28778 -2.45422 2.46672 0.5651 -0.4821 -0.9997
H 0.80556 -1.43950 1.77947 -0.7024 -0.4719 -1.0515
H -0.29116 -0.02901 -0.50620 -0.8938 -0.4059 1.1879
H -1.78607 -0.45990 0.55011 1.1253 -0.1387 -0.2587
H -0.36132 0.42011 1.23241 -0.4738 -0.9865 -0.9204
H 1.37812 -0.91659 -1.62432 0.3079 -0.5667 0.4147
H 4.07646 -1.15058 -0.32555 -0.8089 -0.5586 0.8716
H 2.88831 -0.58161 0.91204 0.5039 -1.0674 -0.1959
H 3.68838 -2.29442 1.09885 -0.4207 0.8225 -0.5619
C -0.84697 4.23043 1.86325 0.1407 0.1331 0.2294
C 0.03272 3.25308 1.22591 -0.0351 0.1194 0.1046
N 0.71874 2.48770 0.71027 0.0669 0.3089 0.1058
H -1.52018 4.68798 1.14526 0.2468 -0.2787 -0.1086
H -1.46203 3.77013 2.63699 0.0679 -0.1690 -0.2002
H -0.27838 5.03591 2.33465 0.1871 -0.1340 -0.1157
C 0.45405 3.31415 -3.19661 0.1973 -0.0916 -0.2069
C -0.51750 3.80383 -2.21757 0.1475 -0.0950 -0.1029
N -1.27965 4.18367 -1.44712 -0.0067 0.1148 -0.2394
H 0.14196 2.36035 -3.62613 -0.0983 0.0342 0.1919
H 0.57911 4.01772 -4.02291 -0.1265 0.0784 0.1284
H 1.43738 3.16137 -2.74766 -0.1779 -0.0022 0.1917
C 3.42290 6.01077 -3.25596 0.2135 -0.0835 0.4140
C 3.33038 5.54198 -4.63728 0.0557 0.0534 0.2491
N 3.25673 5.17311 -5.72391 -0.0398 0.1546 0.0640
H 3.65724 5.19316 -2.57046 0.0326 -0.1044 -0.2428
H 4.20407 6.76514 -3.14048 0.0058 -0.0790 -0.2244
H 2.47938 6.45945 -2.92179 0.5055 -0.2941 -0.2678
C -0.73747 7.21210 -4.99566 -0.0056 0.0750 -0.4544
C 0.15622 7.25290 -3.83981 -0.1317 -0.0101 -0.0666
N 0.85952 7.28389 -2.92989 -0.8938 0.4195 -0.2062
H -1.60037 7.86218 -4.85617 0.1188 -0.1068 0.1942
H -0.22901 7.53502 -5.90757 0.2240 -0.0258 0.1766
H -1.11725 6.20490 -5.17464 0.0692 0.0308 0.2300
C 7.28524 -0.88533 -2.24913 0.2587 -0.1833 0.0010
C 5.95790 -0.28264 -2.35518 0.1398 -0.0684 0.0051
N 4.91166 0.18317 -2.43153 0.1783 0.1430 -0.0489
H 7.94425 -0.54754 -3.05206 -0.1918 0.1234 -0.0201
H 7.76827 -0.62980 -1.30428 -0.1933 0.0473 -0.0101
H 7.23758 -1.97380 -2.30461 -0.2755 0.1049 0.0462
C 3.89439 7.70284 -8.05786 0.3493 -0.1598 -0.0465
C 2.55024 8.26938 -8.16945 0.1046 -0.0741 0.0246
N 1.49368 8.71325 -8.25601 0.1719 -0.0664 0.0751
H 4.54669 8.05446 -8.85957 -0.2298 0.1189 -0.0231
H 4.36528 7.97597 -7.11230 -0.2204 0.0323 -0.0062
H 3.87507 6.61279 -8.10705 -0.2312 0.0886 0.0829
C 10.03052 -3.53940 -3.98398 0.1249 0.0307 -0.3173
C 9.43987 -3.68363 -2.65393 -0.0105 -0.0513 0.0781
N 8.97511 -3.79732 -1.60787 0.2664 0.0687 -0.4668
H 11.11698 -3.63790 -3.95141 -0.0961 -0.0140 0.2033
H 9.65411 -4.29801 -4.67226 -0.1041 -0.0040 0.2031
H 9.80388 -2.56395 -4.41804 -0.0984 -0.0337 0.1914
C -3.68232 -4.96060 4.24879 0.2462 -0.1726 0.0662
C -4.56912 -4.08841 3.47875 0.0366 -0.1129 0.0902
N -5.26578 -3.40111 2.87480 0.0087 -0.0782 0.2079
H -3.74359 -4.74958 5.31778 -0.1053 0.1072 -0.1214
H -3.93711 -6.01267 4.10901 -0.1528 0.1387 -0.1009
H -2.63876 -4.83397 3.95100 -0.1138 0.1644 -0.0471
C -3.59064 -3.58705 -3.09395 0.2662 0.1220 -0.0208
C -4.98663 -3.96923 -2.88243 0.1418 0.0288 -0.0270
N -6.08337 -4.27279 -2.72234 0.1953 0.0270 0.0024
H -3.07375 -4.29814 -3.74119 -0.1741 -0.0569 0.0597
H -3.51088 -2.60379 -3.56186 -0.1653 -0.0377 0.0603
H -3.03867 -3.54438 -2.15234 -0.1660 -0.0511 0.0015
C 8.51355 -5.46048 1.17735 -0.1062 -0.0515 -0.2637
C 9.42096 -5.45596 2.32544 -0.1775 -0.0230 -0.1335
N 10.13454 -5.45306 3.22714 -0.1000 -0.0814 -0.1861
H 7.67075 -4.78383 1.32809 0.1394 -0.0008 0.1371
H 9.01916 -5.14691 0.26404 0.0893 0.0971 0.2234
H 8.10167 -6.45421 0.99625 0.0720 0.0352 0.2398
C 10.15066 -6.46925 6.39180 -0.0970 -0.0012 -0.2332
C 11.05926 -6.46588 7.53892 -0.1140 -0.0295 -0.0522
N 11.77282 -6.46373 8.43968 -0.1060 -0.0074 -0.1596
H 9.31026 -5.79004 6.54418 0.1449 0.0027 0.1338
H 10.65727 -6.15785 5.47698 0.0532 0.0405 0.1551
H 9.73678 -7.46333 6.21204 0.1179 0.0036 0.1915
C -8.00935 -1.40166 4.47182 -0.2343 0.0147 -0.3204
C -6.95927 -1.45389 5.48733 0.0192 -0.0368 -0.0302
N -6.12999 -1.49478 6.28333 -0.2887 -0.0156 -0.1577
H -7.68179 -1.86189 3.53696 0.2235 -0.0474 0.1752
H -8.90764 -1.92847 4.79849 0.1653 -0.0066 0.1520
H -8.29723 -0.37300 4.24726 0.1613 -0.0083 0.1679
C -8.01319 -4.46783 -5.20751 0.0069 0.0789 0.0914
C -9.14843 -5.05600 -5.92040 0.1054 0.0226 0.0265
N -10.03987 -5.51803 -6.48074 0.1466 0.0799 0.0813
H -8.16852 -4.47598 -4.12821 -0.0605 -0.0998 -0.1196
H -7.08889 -5.01312 -5.40513 -0.1692 -0.0938 -0.0309
H -7.84797 -3.43171 -5.50259 -0.1820 -0.1064 -0.0428
C -4.02728 -0.44190 3.61542 -0.0776 -0.1949 0.1357
C -3.43379 0.81121 3.14892 -0.0214 -0.1280 0.0342
N -2.96616 1.79467 2.78249 -0.1412 -0.1523 0.1209
H -4.95857 -0.66546 3.09249 0.1431 0.1008 -0.1056
H -3.35599 -1.28747 3.45528 0.0558 0.1797 -0.1363
H -4.25483 -0.40642 4.68237 0.0961 0.1761 -0.0704
C -3.51858 8.22791 -1.46488 0.0150 -0.2661 0.4499
C -3.61029 7.76245 -2.84704 0.0180 0.0105 0.2119
N -3.67949 7.39713 -3.93590 -0.1288 0.1802 0.1975
H -3.27709 7.41215 -0.77865 -0.0155 -0.1495 -0.2496
H -2.74741 8.98577 -1.34971 -0.1158 -0.0973 -0.1929
H -4.45758 8.66892 -1.12631 0.0519 0.0414 -0.1917
C 9.32210 -9.45002 2.47419 0.3123 -0.1469 0.0340
C 7.99358 -8.84707 2.36919 -0.0942 0.0039 0.0228
N 6.94814 -8.37276 2.28648 0.4306 -0.1994 0.0396
H 9.97846 -9.11296 1.66991 -0.1906 0.1029 0.0046
H 9.80439 -9.19160 3.41846 -0.1871 0.1165 -0.0382
H 9.27189 -10.53896 2.42014 -0.2046 0.0978 -0.0228
C -5.92389 5.66148 0.49771 -0.3198 -0.0060 -0.0939
C -4.55104 5.54373 0.98750 -0.1205 -0.0171 -0.0406
N -3.47246 5.45243 1.37093 -0.6302 0.3541 -0.0619
H -6.38903 4.68196 0.37395 0.2190 -0.0122 0.0521
H -6.54636 6.23412 1.18757 0.2150 -0.0085 0.0647
H -5.96104 6.16483 -0.47028 0.1975 -0.0348 0.0660
C 4.29016 -9.40164 3.92540 0.0958 0.1663 -0.1382
C 3.66425 -10.32846 4.86959 0.0066 0.0818 -0.0711
N 3.17432 -11.05707 5.61090 0.1115 0.1008 -0.1250
H 5.35478 -9.28180 4.12784 -0.1219 -0.1118 0.0899
H 4.19292 -9.75078 2.89635 -0.0583 -0.0953 0.1395
H 3.83652 -8.41039 3.97583 -0.0776 -0.1404 0.1144
C -1.68524 11.33103 -4.48188 0.1334 0.0211 -0.3072
C -2.27320 11.18836 -3.14973 0.0301 0.0299 -0.1122
N -2.73739 11.07463 -2.10401 0.2203 0.2865 -0.3003
H -0.59640 11.26240 -4.44749 -0.0935 -0.0363 0.1929
H -2.03997 10.55318 -5.16067 -0.0894 -0.0078 0.1880
H -1.93791 12.29391 -4.92905 -0.0963 -0.0396 0.1898
C -0.88349 10.55697 1.03915 0.3333 0.0925 -0.0457
C -2.29311 10.20802 1.21021 0.1265 0.0482 -0.0113
N -3.39992 9.93234 1.34133 0.1247 0.0159 0.0032
H -0.36992 9.84040 0.39509 -0.2088 -0.0553 0.0269
H -0.76888 11.54336 0.58644 -0.2345 -0.0698 0.0029
H -0.35682 10.57252 1.99498 -0.2082 -0.0751 0.0164
C -4.62369 -2.52138 -7.47392 0.2459 -0.1244 -0.2074
C -5.58975 -2.05659 -6.47872 0.1288 0.0254 -0.0688
N -6.34706 -1.69024 -5.69615 0.1880 0.0022 -0.1919
H -4.91320 -3.48778 -7.89087 -0.1435 0.0727 0.1489
H -4.53776 -1.81971 -8.30529 -0.1372 0.0629 0.1577
H -3.62837 -2.63747 -7.04062 -0.1398 0.0830 0.1495
C 2.18094 -3.69061 4.65296 0.4042 0.1004 -0.0314
C 0.77302 -4.04213 4.82657 0.0506 0.0039 0.0228
N -0.33190 -4.32127 4.97411 0.1895 0.0688 -0.0473
H 2.69461 -4.39643 3.99767 -0.2625 -0.0324 -0.0334
H 2.29854 -2.69848 4.21292 -0.2453 -0.0709 -0.0276
H 2.71099 -3.68855 5.60745 -0.2859 -0.0745 0.0730
C -6.13449 8.81709 -5.96627 0.0398 -0.2172 0.2020
C -6.13072 9.95478 -6.88648 -0.0441 -0.0990 0.0658
N -6.12708 10.84812 -7.60929 0.0206 -0.1358 0.1356
H -6.36490 7.88375 -6.48274 0.0295 0.1678 -0.1262
H -5.16448 8.68865 -5.48178 -0.0353 0.0893 -0.1276
H -6.87748 8.94239 -5.17660 0.0087 0.1754 -0.1368
C -5.94733 -3.87860 8.86991 -0.2797 0.2753 0.1267
C -5.12313 -4.92876 8.27339 -0.1098 0.0993 0.0573
N -4.47572 -5.75494 7.80516 -0.1153 0.1620 0.0742
H -5.42119 -3.36017 9.67349 0.1371 -0.1591 -0.1041
H -6.23305 -3.12662 8.13147 0.1995 -0.1390 -0.1047
H -6.86752 -4.28438 9.29448 0.1435 -0.1901 -0.0771
C -1.46611 -4.57790 8.93975 -0.3204 -0.0164 0.0233
C -0.06191 -4.56140 8.53441 -0.1517 0.0254 0.0608
N 1.04054 -4.54746 8.21553 -0.0422 0.0176 0.0553
H -2.10829 -4.94920 8.13961 0.2210 -0.0167 -0.0438
H -1.62536 -5.21952 9.80829 0.1993 -0.0157 -0.0811
H -1.81922 -3.57902 9.20346 0.2247 0.0141 -0.0767
```
Forces are in eV/Å.

Results
LUMO level, eV: 1.5
Largest force on an atom, eV/Å: 6.48
Kohn-Sham gap, eV: 6.9
Net charge: -1
Multiplicity: 1
E, eV: -121439.5917

(2)
Entry from OMol25: a structure of composition C32H27ClCoN3O5SbSe4 at a distorted geometry (ωB97M-V/def2-TZVPD).

The geometry in XYZ format:
```
74
Properties=species:S:1:pos:R:3:forces:R:3
Co -0.47394 0.15444 0.34122 -0.8881 0.0768 0.1407
C 0.79006 4.04701 -1.64457 0.1357 -0.3360 0.2181
O 1.85053 3.05431 -1.45356 -0.3969 0.1405 0.0248
C 1.24486 2.02420 -0.82124 0.9428 -0.1173 -0.2174
N 0.03340 2.10638 -0.50183 -0.5493 0.2838 -0.1221
C -0.47714 3.39718 -1.03168 0.0803 -0.1526 -0.0808
C -1.58602 3.23069 -2.04801 -0.0006 -0.2672 0.1087
C -1.42528 2.34901 -3.11372 -0.0413 0.0133 -0.1065
C -2.44309 2.17962 -4.04280 -0.0049 0.0769 0.0693
C -3.62834 2.89882 -3.91354 0.0743 -0.0074 0.0495
C -3.79001 3.78234 -2.85393 0.0464 -0.0371 -0.0129
C -2.77168 3.94156 -1.92074 -0.0345 0.0768 0.0956
C 2.03902 0.79678 -0.60314 -0.1960 0.4660 0.1035
C 3.41297 0.77624 -0.77268 0.0333 0.2416 -0.1338
C 4.08274 -0.41239 -0.57629 0.1642 0.0266 -0.0129
C 3.33604 -1.53423 -0.27660 0.1176 -0.2333 0.0348
C 1.96428 -1.43347 -0.12056 -0.3162 -0.3782 0.0637
N 1.31221 -0.26480 -0.23029 0.5524 -0.2555 -0.1307
C 1.17389 -2.68386 0.06302 0.9651 0.2253 -0.1621
N -0.04385 -2.78254 0.32287 -0.7282 -0.0248 0.0524
C -0.41206 -4.18527 0.03207 -0.1294 0.0767 0.2255
C 0.93215 -4.90425 0.05145 0.1474 0.3348 -0.0741
O 1.87666 -3.83127 -0.21844 -0.2835 -0.0850 0.0247
C -1.52136 -4.69707 0.91949 -0.0117 -0.0530 0.0448
C -2.78907 -4.13998 0.74278 -0.0337 0.0571 0.0505
C -3.85371 -4.54994 1.53368 0.0774 -0.0462 0.0005
C -3.66777 -5.53329 2.50381 0.0597 0.0658 -0.0728
C -2.41085 -6.09400 2.67958 0.0394 0.0792 -0.0351
C -1.34011 -5.67394 1.89063 -0.0582 -0.0208 0.0801
H 0.68442 4.21111 -2.71048 0.0200 0.0192 -0.1498
H 1.08111 4.96984 -1.14970 0.0864 -0.0046 0.1132
H -0.84830 3.97641 -0.19612 -0.0851 0.0956 0.1250
H -0.51641 1.76030 -3.20266 -0.0965 0.0237 0.0346
H -2.31739 1.46670 -4.85052 -0.0235 0.0487 0.0647
H -4.43387 2.75079 -4.62480 0.0563 0.0177 0.0316
H -4.72217 4.32443 -2.73082 0.0947 -0.0522 -0.0122
H -2.91584 4.59616 -1.06381 -0.0036 -0.1483 -0.0926
H 3.91908 1.69256 -1.05279 -0.0595 -0.1001 0.0314
H 5.16247 -0.47039 -0.67058 -0.1427 0.0045 -0.0062
H 3.79545 -2.50528 -0.15985 -0.0193 0.0470 -0.0059
H -0.80542 -4.16528 -0.98638 -0.0182 0.0251 -0.1503
H 1.04063 -5.65423 -0.72385 0.0311 -0.0595 -0.0702
H 1.17286 -5.33288 1.02083 0.0846 0.0236 0.1213
H -2.92044 -3.35249 0.00098 0.0121 -0.0931 0.0979
H -4.82768 -4.09238 1.39782 0.0703 -0.0345 0.0202
H -4.49654 -5.85081 3.12744 0.0544 0.0346 -0.0491
H -2.25077 -6.84851 3.44307 -0.0187 0.0658 -0.0692
H -0.36182 -6.11182 2.06089 -0.1204 0.0318 -0.0084
Se -2.83602 -0.13981 4.93452 -0.0858 0.0680 0.2796
Sb -1.71907 -1.41234 3.09936 0.2554 0.0063 -0.4261
Se 0.35816 -0.10684 2.56082 0.3268 -0.0344 0.6250
Se -1.39799 -0.78107 -1.58306 -0.1685 -0.1865 -0.5976
Se -0.62717 -3.13586 4.59933 -0.0643 -0.0872 0.0424
C 0.05623 3.25628 4.25419 0.1710 0.3140 0.1459
C 0.17728 4.32494 3.18702 0.4138 -0.0461 0.2363
C 1.36615 5.05463 3.08061 0.0001 -0.1558 0.1628
C 1.49444 6.11322 2.20335 -0.0825 0.0502 -0.0694
Cl 3.01039 6.99182 2.11082 -0.1449 -0.0815 0.0081
C 0.42114 6.50528 1.41662 0.0572 0.0068 -0.0093
C -0.75201 5.77426 1.48925 -0.0560 0.1376 -0.1195
C -0.86864 4.66585 2.32872 0.0043 -0.0558 0.0514
O -2.04843 4.01941 2.29979 -0.3205 -0.5271 -0.0672
C -2.05502 2.57184 2.45968 0.0133 0.3477 -0.2085
C -2.72814 1.85490 1.29412 -0.4358 0.6565 -0.4354
O -3.69457 2.39906 0.76290 0.5007 -0.4640 0.0798
O -2.25596 0.68401 1.03583 -0.2244 -0.2240 -0.0907
H 0.67272 3.53205 5.11397 -0.0120 -0.0057 -0.0706
H 0.38171 2.27560 3.90021 0.0482 0.0614 0.0732
H -0.97313 3.14262 4.59564 0.1249 0.0881 0.0345
H 2.19855 4.79676 3.72772 -0.0552 0.0191 -0.0463
H 0.50566 7.35941 0.75489 -0.0036 -0.0510 0.0510
H -1.61680 6.04435 0.88848 0.1271 -0.0402 0.0539
H -2.65525 2.34956 3.33422 -0.0450 -0.0761 0.2336
H -1.06155 2.16821 2.60784 -0.0301 0.1076 -0.1888
```
Forces are in eV/Å.

Results
Energy above the lowest of the compared OMol25 structures with the same formula, charge and spin, kJ/mol: 293.0
LUMO level (spin up / spin down), eV: 1.8 / 0.6
⟨S²⟩: 6.0290
Largest force on an atom, eV/Å: 1.00
Kohn-Sham gap (spin up / spin down), eV: 6.4 / 4.8
Net charge: -1
Multiplicity: 5
E, eV: -366404.9449